1.
Density functional theory data (ωB97M-V/def2-TZVPD) for one molecule with the formula C10H9NO at a distorted geometry.

Values from the calculation:
HOMO level ... -8.6 eV
Orbital gap ... 9.1 eV
DFT total energy ... -14050.89303 eV
LUMO ... 0.0171 Ha
SMILES ... COc1ccc2ccccc2n1

ORCA input file:
```
! wB97M-V def2-TZVPD RIJCOSX def2/J DEFGRID3
* xyz 0 1
C 3.45 -1.19 -0.08
O 3.07 0.25 -0.16
C 1.71 0.43 -0.02
C 1.20 1.77 0.11
C -0.11 2.09 0.19
C -1.03 0.97 -0.03
C -2.48 1.06 -0.19
C -3.23 -0.04 -0.21
C -2.68 -1.43 0.06
C -1.28 -1.45 0.12
C -0.42 -0.28 -0.06
N 0.92 -0.64 0.08
H 3.46 -1.63 1.01
H 4.45 -1.02 -0.67
H 2.72 -1.81 -0.79
H 1.89 2.72 0.02
H -0.36 3.21 0.34
H -2.93 2.08 -0.11
H -4.27 -0.12 -0.43
H -3.17 -2.42 0.19
H -0.90 -2.54 0.66
*
```



2.
Density functional theory data (ωB97M-V/def2-TZVPD) for one molecule with the formula C10H9NOS at a distorted geometry.

Values from the calculation:
HOMO level ... -7.5 eV
Orbital gap ... 7.7 eV
DFT total energy ... -24888.38776 eV
LUMO ... 0.0078 Ha
SMILES ... CN/C=C1\Sc2ccccc2C1=O

ORCA input file:
```
! wB97M-V def2-TZVPD RIJCOSX def2/J DEFGRID3
* xyz 0 1
C 3.68 -1.09 -0.01
N 3.47 0.35 0.02
C 2.30 0.96 -0.02
C 1.02 0.47 0.00
S 0.48 -1.22 -0.02
C -1.18 -0.74 0.01
C -2.30 -1.54 0.01
C -3.54 -1.01 -0.03
C -3.75 0.42 0.00
C -2.68 1.21 0.01
C -1.39 0.65 -0.01
C -0.11 1.39 0.01
O 0.02 2.62 -0.05
H 3.22 -1.45 0.93
H 3.26 -1.63 -0.87
H 4.76 -1.30 -0.07
H 4.35 0.86 -0.05
H 2.38 2.06 0.11
H -2.19 -2.62 -0.01
H -4.40 -1.68 0.02
H -4.69 0.96 -0.03
H -2.71 2.29 0.04
*
```



3.
Density functional theory data (ωB97M-V/def2-TZVPD) for a 20-piece molecular cluster, C118H141Cl2F24N18O10P4 overall at a distorted geometry.

Values from the calculation:
HOMO level ... -15.5 eV
Orbital gap ... 2.6 eV
DFT total energy ... -299323.69250 eV
LUMO ... -0.4721 Ha

ORCA input file:
```
! wB97M-V def2-TZVPD RIJCOSX def2/J DEFGRID3
* xyz 7 1
C -31.41 -0.59 13.87
N -32.26 -1.47 14.63
C -32.37 -1.32 15.97
C -33.15 -2.19 16.68
C -33.77 -3.29 16.01
C -33.48 -3.46 14.68
C -32.79 -2.49 13.97
C -34.66 -4.16 16.73
C -35.70 -3.66 17.52
C -36.45 -4.56 18.27
N -36.17 -5.86 18.27
C -35.24 -6.41 17.46
C -34.51 -5.56 16.65
C -37.14 -6.73 18.91
H -30.88 0.09 14.53
H -32.03 -0.01 13.15
H -30.71 -1.18 13.27
H -31.79 -0.48 16.35
H -33.33 -2.01 17.74
H -33.83 -4.31 14.11
H -32.52 -2.54 12.93
H -35.93 -2.61 17.57
H -37.25 -4.25 18.93
H -35.13 -7.47 17.57
H -33.85 -6.05 15.92
H -37.87 -7.04 18.17
H -37.59 -6.18 19.74
H -36.63 -7.65 19.24
C -46.03 -6.97 15.72
N -45.04 -7.96 16.14
C -45.39 -9.26 16.25
C -44.47 -10.17 16.70
C -43.14 -9.78 16.98
C -42.81 -8.47 16.80
C -43.74 -7.55 16.30
C -42.22 -10.79 17.60
C -41.25 -11.47 16.84
C -40.61 -12.54 17.38
N -40.75 -12.87 18.66
C -41.64 -12.18 19.41
C -42.39 -11.14 18.91
C -40.00 -13.96 19.29
H -46.06 -6.95 14.63
H -45.80 -5.98 16.12
H -47.02 -7.27 16.10
H -46.44 -9.48 16.07
H -44.78 -11.20 16.88
H -41.78 -8.18 16.94
H -43.61 -6.45 16.33
H -41.11 -11.31 15.78
H -39.85 -13.09 16.82
H -41.75 -12.43 20.45
H -43.21 -10.75 19.50
H -39.53 -14.58 18.54
H -40.69 -14.56 19.87
H -39.24 -13.55 19.93
C -33.76 -1.82 9.31
N -34.17 -2.94 10.09
C -33.41 -4.04 10.12
C -33.86 -5.23 10.67
C -35.09 -5.22 11.31
C -35.85 -4.03 11.34
C -35.40 -2.92 10.66
C -35.54 -6.43 12.00
C -36.04 -6.49 13.30
C -36.20 -7.68 14.00
N -35.93 -8.81 13.33
C -35.61 -8.84 12.03
C -35.28 -7.67 11.40
C -36.01 -10.08 14.09
H -32.67 -1.92 9.21
H -34.02 -0.89 9.85
H -34.27 -1.89 8.34
H -32.42 -3.95 9.69
H -33.20 -6.07 10.63
H -36.80 -4.01 11.85
H -35.98 -2.01 10.50
H -36.14 -5.61 13.91
H -36.49 -7.75 15.05
H -35.39 -9.82 11.61
H -34.91 -7.73 10.39
H -36.97 -10.05 14.62
H -35.18 -10.06 14.81
H -35.93 -10.93 13.44
C -27.48 0.65 12.47
N -26.46 -0.40 12.73
C -26.00 -0.65 13.98
C -25.14 -1.71 14.20
C -24.68 -2.53 13.12
C -25.14 -2.16 11.84
C -26.08 -1.15 11.69
C -23.78 -3.62 13.28
C -24.13 -4.66 14.19
C -23.42 -5.83 14.23
N -22.25 -5.97 13.50
C -21.95 -5.03 12.64
C -22.67 -3.84 12.50
C -21.50 -7.23 13.58
H -28.29 0.16 11.93
H -27.03 1.44 11.85
H -27.82 1.04 13.44
H -26.40 0.05 14.70
H -24.78 -1.82 15.20
H -24.82 -2.71 10.96
H -26.49 -0.96 10.71
H -24.99 -4.60 14.83
H -23.57 -6.60 14.95
H -21.03 -5.15 12.09
H -22.34 -3.16 11.74
H -20.53 -7.07 14.06
H -21.37 -7.59 12.57
H -22.08 -7.96 14.12
C -27.87 -7.33 3.73
N -27.79 -7.17 5.18
C -27.11 -8.01 5.99
C -27.03 -7.75 7.36
C -27.70 -6.65 7.89
C -28.35 -5.77 7.01
C -28.35 -6.07 5.68
C -27.72 -6.34 9.29
C -28.81 -5.61 9.77
C -28.82 -5.26 11.10
N -27.82 -5.71 11.92
C -26.84 -6.45 11.48
C -26.73 -6.79 10.16
C -27.89 -5.29 13.32
H -27.66 -8.35 3.44
H -27.13 -6.71 3.26
H -28.88 -7.05 3.39
H -26.57 -8.82 5.53
H -26.58 -8.53 7.97
H -28.78 -4.87 7.41
H -28.84 -5.41 4.98
H -29.61 -5.27 9.13
H -29.50 -4.60 11.59
H -26.14 -6.70 12.25
H -25.94 -7.41 9.83
H -28.01 -4.20 13.33
H -26.96 -5.61 13.78
H -28.77 -5.77 13.78
C -40.10 -4.58 25.30
N -39.07 -5.45 24.79
C -38.06 -4.87 24.16
C -37.01 -5.59 23.59
C -37.09 -6.97 23.67
C -38.21 -7.55 24.26
C -39.21 -6.80 24.84
C -35.98 -7.84 23.17
C -35.19 -7.41 22.06
C -34.14 -8.22 21.64
N -33.85 -9.35 22.31
C -34.59 -9.80 23.38
C -35.65 -9.02 23.85
C -32.70 -10.07 21.93
H -40.53 -4.10 24.43
H -39.65 -3.85 25.97
H -40.81 -5.21 25.86
H -38.09 -3.79 24.13
H -36.12 -5.06 23.24
H -38.31 -8.63 24.36
H -40.12 -7.17 25.32
H -35.42 -6.52 21.51
H -33.55 -8.07 20.75
H -34.19 -10.71 23.82
H -36.10 -9.37 24.76
H -32.12 -9.46 21.25
H -32.98 -10.98 21.37
H -32.12 -10.35 22.80
C -29.09 -0.15 19.82
N -29.51 -1.44 19.32
C -29.16 -1.73 18.04
C -29.34 -3.00 17.53
C -29.89 -4.00 18.33
C -30.36 -3.66 19.61
C -30.06 -2.42 20.12
C -29.96 -5.41 17.90
C -31.13 -6.14 18.21
C -31.16 -7.44 17.79
N -30.14 -8.02 17.14
C -29.03 -7.34 16.89
C -28.93 -6.00 17.21
C -30.11 -9.49 16.97
H -28.00 -0.14 19.83
H -29.47 -0.02 20.83
H -29.48 0.59 19.13
H -28.76 -0.91 17.47
H -29.03 -3.17 16.49
H -30.83 -4.36 20.29
H -30.21 -2.14 21.15
H -31.97 -5.64 18.68
H -32.00 -8.12 17.98
H -28.22 -7.95 16.47
H -28.04 -5.45 16.95
H -30.93 -9.87 17.56
H -29.17 -9.86 17.36
H -30.25 -9.72 15.91
C -42.26 -2.36 16.29
N -41.93 -3.50 15.45
C -41.15 -4.48 15.94
C -40.78 -5.56 15.17
C -41.26 -5.61 13.85
C -41.98 -4.57 13.33
C -42.38 -3.57 14.21
C -40.71 -6.68 12.97
C -40.38 -7.96 13.37
C -39.84 -8.84 12.46
N -39.65 -8.50 11.21
C -39.96 -7.25 10.77
C -40.49 -6.34 11.58
C -39.15 -9.54 10.26
H -42.81 -2.73 17.15
H -42.87 -1.66 15.72
H -41.31 -1.87 16.57
H -40.90 -4.28 16.98
H -40.11 -6.24 15.67
H -42.25 -4.53 12.28
H -43.00 -2.76 13.84
H -40.44 -8.29 14.39
H -39.66 -9.89 12.66
H -39.69 -7.06 9.75
H -40.70 -5.35 11.21
H -39.46 -10.51 10.58
H -38.05 -9.50 10.22
H -39.57 -9.32 9.27
C -43.63 -7.50 22.91
N -42.39 -8.24 22.52
C -41.43 -7.62 21.88
C -40.32 -8.39 21.48
C -40.20 -9.72 21.77
C -41.24 -10.31 22.54
C -42.33 -9.58 22.95
C -38.96 -10.44 21.39
C -38.52 -10.44 20.04
C -37.36 -11.11 19.76
N -36.70 -11.87 20.69
C -37.14 -11.99 21.92
C -38.25 -11.23 22.30
C -35.47 -12.53 20.25
H -44.36 -8.21 23.30
H -44.03 -6.99 22.05
H -43.37 -6.77 23.68
H -41.48 -6.55 21.70
H -39.58 -7.80 20.98
H -41.13 -11.32 22.91
H -43.20 -9.97 23.47
H -38.94 -9.83 19.25
H -36.97 -11.01 18.75
H -36.62 -12.58 22.65
H -38.43 -11.26 23.37
H -34.73 -12.42 21.03
H -35.13 -12.03 19.33
H -35.65 -13.59 20.10
P -31.87 -7.12 13.94
F -32.75 -7.79 15.15
F -33.15 -6.18 13.50
F -31.42 -5.96 14.97
F -30.98 -6.40 12.75
F -30.56 -7.96 14.27
F -32.42 -8.27 12.95
P -33.95 -3.49 21.46
F -32.48 -3.00 21.93
F -34.59 -2.89 22.78
F -34.01 -2.19 20.56
F -35.47 -3.90 20.91
F -33.23 -4.42 20.21
F -33.88 -4.89 22.31
P -36.88 0.65 8.65
F -37.56 0.35 10.07
F -36.87 2.21 8.88
F -35.42 0.60 9.46
F -36.12 0.82 7.26
F -36.69 -0.98 8.43
F -38.28 0.73 7.95
P -37.90 -2.73 14.42
F -37.58 -1.85 13.17
F -38.48 -3.90 13.41
F -36.43 -3.40 14.34
F -38.17 -3.75 15.66
F -37.39 -1.66 15.47
F -39.38 -2.18 14.51
Cl -39.01 -8.98 16.60
Cl -34.16 -9.82 18.55
C -32.61 -11.24 14.88
C -31.29 -12.10 15.04
O -30.30 -11.57 14.44
O -31.37 -13.06 15.80
H -33.19 -11.73 14.08
H -32.45 -10.21 14.60
H -33.22 -11.33 15.80
C -28.73 2.70 16.87
C -29.16 1.29 16.42
O -30.09 0.76 17.12
O -28.60 0.83 15.39
H -28.11 2.59 17.79
H -29.60 3.29 17.16
H -28.13 3.30 16.16
C -29.59 -1.14 9.72
C -29.78 -2.19 10.87
O -30.88 -2.78 10.99
O -28.85 -2.34 11.69
H -28.59 -0.87 9.36
H -30.07 -0.20 10.02
H -30.18 -1.43 8.84
C -40.09 -3.07 20.30
C -39.93 -4.33 21.29
O -40.43 -4.18 22.41
O -39.42 -5.45 20.86
H -39.65 -3.32 19.33
H -39.79 -2.06 20.60
H -41.16 -3.04 20.07
C -43.05 -5.72 19.62
C -43.58 -4.64 18.62
O -43.74 -3.54 19.08
O -43.74 -5.05 17.38
H -43.10 -5.42 20.66
H -42.01 -5.93 19.40
H -43.55 -6.69 19.53
*
```



Number 3 is which compound?
C118H141Cl2F24N18O10P4



Among the records above, which one has the highest HOMO level?
C10H9NOS